1.
Density functional theory data (ωB97M-V/def2-TZVPD) for a cluster of 10 separate species, C32H46N10O12 in total in a non-equilibrium geometry.

Computed properties:
Strongest force on any atom ... 0.1397 hartree/bohr
E ... -73399.811 eV
SMILES ... Oc1ccc(O)cc1.Oc1ccc(O)cc1.Oc1ccc(O)cc1.Oc1ccc(O)cc1.NC(N)=O.NC(N)=O.NC(N)=O.NC(N)=O.CC#N.CC#N
Energy above the lowest of the compared OMol25 structures with the same formula, charge and spin ... 334.3 kJ/mol
LUMO ... 0.003 hartree
E_HOMO ... -8.400 eV
Gap between HOMO and LUMO ... 8.490 eV

Cartesian coordinates (Å):
C 0.392 26.415 7.967
O -0.785 26.737 8.182
N 1.248 26.176 8.882
N 0.859 26.535 6.768
H 2.230 26.110 8.654
H 0.884 26.002 9.808
H 0.327 26.857 5.972
H 1.862 26.451 6.695
C 9.357 24.336 10.866
O 10.474 24.271 10.430
N 8.528 25.375 10.695
N 8.617 23.365 11.316
H 7.544 25.200 10.846
H 8.683 26.177 10.101
H 7.689 23.493 11.694
H 9.174 22.741 11.882
C 2.998 29.293 11.865
O 3.729 30.277 11.621
N 1.990 28.856 11.206
N 3.189 28.485 12.807
H 1.597 29.381 10.438
H 1.484 28.004 11.400
H 3.905 28.698 13.487
H 2.681 27.624 12.665
C 7.613 30.248 10.394
O 7.717 31.164 11.161
N 8.665 29.940 9.686
N 6.540 29.544 10.250
H 8.743 29.071 9.177
H 9.499 30.483 9.855
H 6.550 28.793 9.575
H 5.807 29.797 10.897
C -0.236 24.783 11.458
C -0.287 23.599 10.753
C 0.854 22.762 10.712
C 2.021 23.028 11.440
C 2.025 24.198 12.247
C 0.879 25.051 12.269
O 0.880 26.129 13.053
O 0.727 21.456 10.165
H -1.166 25.330 11.412
H -1.178 23.571 10.143
H 2.908 22.414 11.387
H 2.828 24.561 12.871
H 0.017 26.354 13.410
H 1.588 21.165 9.858
C 5.119 24.228 9.301
C 4.639 24.987 8.190
C 4.239 26.270 8.349
C 4.317 26.944 9.579
C 4.723 26.167 10.697
C 5.144 24.905 10.555
O 5.770 24.294 11.649
O 3.897 26.996 7.309
H 5.657 23.293 9.267
H 4.546 24.657 7.165
H 3.998 27.973 9.664
H 4.720 26.587 11.692
H 5.673 24.779 12.472
H 3.941 27.934 7.507
C 5.780 29.387 2.755
C 5.974 28.128 3.412
C 5.104 27.620 4.347
C 3.924 28.316 4.564
C 3.626 29.531 3.862
C 4.612 30.123 3.035
O 4.408 31.282 2.281
O 5.587 26.537 5.022
H 6.524 29.834 2.112
H 6.854 27.531 3.229
H 3.212 27.911 5.268
H 2.630 29.945 3.924
H 5.167 31.347 1.698
H 5.026 26.456 5.797
C 5.878 25.142 16.747
C 5.883 24.270 17.836
C 6.150 22.882 17.707
C 6.036 22.346 16.384
C 5.790 23.172 15.242
C 5.835 24.586 15.434
O 5.910 25.432 14.360
O 6.375 22.013 18.779
H 5.840 26.202 16.952
H 5.957 24.745 18.803
H 6.286 21.338 16.086
H 5.663 22.873 14.212
H 6.141 26.354 14.488
H 6.104 22.355 19.635
C 3.738 32.130 7.246
C 3.231 30.800 7.702
N 2.860 29.733 7.977
H 4.265 32.695 8.014
H 2.981 32.910 7.169
H 4.493 31.945 6.482
C 1.905 25.337 2.488
C 2.347 24.993 3.852
N 2.730 24.656 4.909
H 0.913 25.775 2.599
H 1.772 24.478 1.830
H 2.369 26.252 2.119

=====

2.
Density functional theory data (ωB97M-V/def2-TZVPD) for a structure of composition C32H47BN8ReS3Se in a non-equilibrium geometry.

Computed properties:
Strongest force on any atom ... 0.0340 hartree/bohr
E ... -146489.323 eV
2S+1 ... 2
Energy above the lowest of the compared OMol25 structures with the same formula, charge and spin ... 1.5 kJ/mol
Net charge ... +4
LUMO (alpha / beta) ... -0.528 / -0.525 hartree
E_HOMO (alpha / beta) ... -19.328 / -19.436 eV
Gap between HOMO and LUMO (alpha / beta) ... 4.963 / 5.138 eV

Cartesian coordinates (Å):
Re 0.249 2.555 -1.665
C -3.689 2.626 1.959
C -2.538 1.677 1.895
C -2.253 0.789 2.908
C -1.143 -0.066 2.805
N -0.483 -0.165 1.658
N -0.755 0.659 0.669
B -0.042 0.494 -0.732
N -1.050 -0.330 -1.662
N -1.625 -1.378 -1.115
C -2.521 -2.078 -1.804
C -2.848 -1.710 -3.121
C -2.225 -0.639 -3.721
C -2.531 -0.206 -5.117
C -1.308 0.056 -2.919
S -0.513 1.474 -3.535
C -3.138 -3.286 -1.137
C -2.079 -4.403 -1.215
C -3.484 -2.946 0.322
C -4.399 -3.771 -1.857
N 1.313 -0.332 -0.641
N 1.301 -1.586 -0.203
C 2.398 -2.326 -0.295
C 3.537 -1.832 -0.963
C 3.592 -0.519 -1.354
C 4.789 0.079 -2.022
C 2.431 0.235 -1.119
S 2.452 1.953 -1.435
C 2.484 -3.702 0.328
C 3.612 -3.643 1.379
C 1.191 -4.113 1.027
C 2.838 -4.747 -0.743
C -1.660 1.644 0.800
S -1.594 2.978 -0.322
C -0.703 -0.932 3.968
C 0.834 -0.969 4.037
C -1.324 -2.325 3.739
C -1.217 -0.373 5.302
H -4.005 2.793 2.986
H -3.466 3.585 1.493
H -4.539 2.195 1.422
H -2.853 0.791 3.809
H -3.593 -2.266 -3.675
H -3.314 -0.823 -5.549
H -2.862 0.835 -5.141
H -1.650 -0.280 -5.760
H -1.124 -4.047 -0.837
H -2.407 -5.259 -0.626
H -1.935 -4.735 -2.244
H -2.624 -2.511 0.831
H -4.312 -2.235 0.362
H -3.789 -3.848 0.850
H -4.185 -4.146 -2.859
H -4.824 -4.601 -1.295
H -5.167 -2.995 -1.911
H 4.383 -2.482 -1.145
H 5.657 -0.566 -1.917
H 4.590 0.206 -3.090
H 5.034 1.061 -1.616
H 3.441 -2.847 2.106
H 3.644 -4.592 1.913
H 4.594 -3.490 0.927
H 0.972 -3.429 1.839
H 0.348 -4.111 0.344
H 1.301 -5.114 1.439
H 3.833 -4.591 -1.165
H 2.843 -5.734 -0.284
H 2.107 -4.754 -1.554
H 1.275 -1.106 3.052
H 1.214 -0.029 4.442
H 1.159 -1.769 4.700
H -1.081 -2.713 2.751
H -0.960 -3.020 4.495
H -2.412 -2.275 3.824
H -0.927 0.672 5.433
H -2.299 -0.467 5.402
H -0.771 -0.942 6.116
C 1.648 5.428 1.150
N 1.922 6.422 0.118
C 2.518 7.614 0.327
C 2.568 8.276 -0.886
N 1.997 7.479 -1.809
C 1.828 7.816 -3.225
C 1.600 6.327 -1.200
Se 0.772 4.958 -2.118
H 1.910 5.849 2.117
H 2.246 4.533 0.983
H 0.590 5.175 1.155
H 2.870 7.933 1.296
H 2.969 9.249 -1.125
H 2.179 8.831 -3.388
H 0.779 7.761 -3.506
H 2.411 7.143 -3.851

=====

3.
Density functional theory data (ωB97M-V/def2-TZVPD) for a structure of composition C32H47N11O12P in a non-equilibrium geometry.

Computed properties:
Strongest force on any atom ... 0.3443 hartree/bohr
E ... -84171.842 eV
Energy above the lowest of the compared OMol25 structures with the same formula, charge and spin ... 185.7 kJ/mol
Net charge ... -3
LUMO ... 0.217 hartree
E_HOMO ... -0.656 eV
Gap between HOMO and LUMO ... 6.555 eV

Cartesian coordinates (Å):
P 0.953 -65.310 36.762
O 0.023 -65.752 35.797
O 2.020 -64.279 36.180
O 1.768 -66.489 37.257
O 0.207 -64.733 37.855
N -0.214 -68.692 36.280
C 0.311 -69.737 37.081
C -0.423 -71.069 36.713
C -1.290 -70.624 35.532
C -1.081 -69.190 35.337
H 0.256 -67.664 36.304
H 0.971 -69.548 37.720
H -0.565 -72.156 37.118
H -2.157 -71.065 35.105
H -1.621 -68.387 34.655
N 3.280 -62.372 37.031
C 2.695 -61.324 37.695
C 3.695 -60.377 38.032
C 5.032 -60.975 37.608
C 4.642 -62.235 36.867
H 2.709 -63.217 36.763
H 1.526 -61.399 37.933
H 3.547 -59.338 38.461
H 6.044 -60.624 37.784
H 5.271 -62.794 36.503
N 3.206 -68.816 38.812
C 3.769 -68.748 40.024
C 4.691 -69.979 40.195
C 4.369 -70.719 38.997
C 3.564 -69.994 38.111
H 2.754 -67.979 38.528
H 3.630 -67.766 40.711
H 5.242 -70.121 40.864
H 4.687 -71.576 38.438
H 3.338 -70.127 37.165
N -2.265 -64.876 38.069
C -2.957 -65.511 37.082
C -4.385 -65.564 37.518
C -4.472 -64.889 38.824
C -2.978 -64.538 39.188
H -1.130 -64.700 38.051
H -2.404 -65.858 36.294
H -5.192 -66.025 36.799
H -5.224 -64.910 39.300
H -2.340 -64.136 39.855
N -1.458 -65.535 33.678
C -1.044 -66.081 32.433
C -2.039 -65.583 31.427
C -2.944 -64.673 32.107
C -2.570 -64.680 33.617
H -0.849 -65.855 34.606
H -0.280 -66.777 32.358
H -2.103 -65.946 30.425
H -3.750 -64.177 31.630
H -3.082 -64.510 34.627
N -0.207 -62.978 39.657
C 0.072 -62.940 41.041
C -0.355 -61.589 41.489
C -0.878 -60.769 40.420
C -0.726 -61.757 39.214
H 0.005 -63.719 39.133
H 0.453 -63.727 41.436
H -0.203 -61.217 42.464
H -1.361 -59.798 40.586
H -0.899 -61.634 38.018
N 2.604 -64.010 33.844
C 1.828 -63.907 32.787
C 2.675 -63.671 31.499
C 4.084 -63.474 32.072
C 4.003 -63.827 33.529
H 2.293 -64.227 34.927
H 0.672 -64.263 32.880
H 2.156 -63.541 30.585
H 4.827 -63.139 31.385
H 4.664 -63.886 34.287
C 0.179 -67.353 40.279
N -0.282 -68.240 41.415
O -0.350 -69.393 41.077
O -0.443 -67.694 42.524
H 0.173 -66.297 40.577
H -0.653 -67.563 39.691
H 1.021 -67.468 39.910
C -0.331 -62.643 35.647
N -0.975 -61.415 35.084
O -2.019 -61.551 34.386
O -0.443 -60.293 35.125
H -0.110 -63.397 34.909
H -0.924 -63.185 36.407
H 0.634 -62.446 35.929
C 5.304 -66.575 37.472
N 6.263 -66.802 36.301
O 6.894 -65.870 35.878
O 6.139 -67.934 35.783
H 5.214 -67.460 38.098
H 4.176 -66.457 37.128
H 5.405 -65.661 37.935
C 2.370 -67.251 33.856
N 2.182 -68.579 33.241
O 3.025 -69.410 33.272
O 1.186 -68.744 32.540
H 1.558 -66.646 33.810
H 3.466 -66.774 33.437
H 2.636 -67.525 35.045

=====

4.
Density functional theory data (ωB97M-V/def2-TZVPD) for a structure of composition C32H48LiN6O5P.

Computed properties:
Strongest force on any atom ... 0.0041 hartree/bohr
E ... -62638.796 eV
Energy above the lowest of the compared OMol25 structures with the same formula, charge and spin ... 5.3 kJ/mol
LUMO ... 0.004 hartree
E_HOMO ... -7.697 eV
Gap between HOMO and LUMO ... 7.809 eV

Cartesian coordinates (Å):
Li -1.598 0.916 0.205
O -6.542 1.237 5.108
C -5.400 0.403 5.141
C -4.703 0.446 3.809
C -4.995 1.407 2.857
C -4.267 1.408 1.678
N -3.314 0.529 1.400
C -3.038 -0.410 2.311
C -3.706 -0.478 3.524
C -1.949 -1.365 1.948
C -1.755 -2.564 2.623
C -0.718 -3.400 2.234
C -0.481 -4.717 2.932
O -0.917 -4.733 4.279
C 0.080 -3.005 1.172
C -0.188 -1.796 0.550
N -1.174 -0.991 0.928
H -6.884 1.329 6.001
H -5.675 -0.633 5.366
H -4.693 0.736 5.910
H -5.763 2.145 3.035
H -4.451 2.163 0.923
H -3.442 -1.232 4.254
H -2.399 -2.863 3.436
H 0.577 -4.986 2.851
H -1.053 -5.499 2.428
H -0.380 -4.110 4.780
H 0.906 -3.617 0.828
H 0.426 -1.447 -0.270
C 0.091 2.200 -4.448
N -0.278 1.789 -3.104
C 0.477 2.306 -1.962
C -1.366 1.042 -2.848
C -2.195 0.560 -4.012
O -1.675 0.732 -1.695
H 1.152 2.440 -4.461
H -0.464 3.083 -4.776
H -0.074 1.397 -5.164
H 1.280 2.937 -2.336
H 0.902 1.488 -1.377
H -0.159 2.878 -1.288
H -1.638 -0.171 -4.601
H -2.479 1.379 -4.674
H -3.085 0.085 -3.613
N 5.335 -3.498 -4.357
C 4.411 -2.540 -4.642
O 4.616 -1.643 -5.432
C 3.095 -2.670 -3.926
C 2.594 -3.873 -3.449
C 1.373 -3.867 -2.791
N 0.663 -2.765 -2.570
C 1.156 -1.615 -3.028
C 2.348 -1.520 -3.727
H 6.253 -3.373 -4.750
H 5.245 -4.074 -3.540
H 3.116 -4.809 -3.604
H 0.945 -4.794 -2.423
H 0.574 -0.725 -2.813
H 2.713 -0.573 -4.098
O 0.215 3.767 2.767
C -0.246 3.034 1.933
N -0.702 2.310 1.111
C 5.787 0.882 0.001
C 4.361 1.117 -0.493
C 4.290 0.875 -2.003
P 2.942 0.250 0.359
C 2.636 1.313 1.851
C 3.812 1.972 2.568
C 1.730 0.572 2.836
C 3.545 -1.388 1.018
C 3.871 -2.308 -0.161
C 4.629 -1.471 2.092
H 6.474 1.563 -0.510
H 6.114 -0.134 -0.230
H 5.893 1.038 1.072
H 4.110 2.172 -0.322
H 4.504 -0.169 -2.245
H 5.024 1.491 -2.529
H 3.299 1.109 -2.395
H 2.026 2.115 1.423
H 4.470 1.248 3.051
H 3.422 2.637 3.343
H 4.417 2.581 1.895
H 2.268 -0.226 3.355
H 0.863 0.144 2.329
H 1.357 1.274 3.583
H 2.621 -1.768 1.471
H 4.788 -1.992 -0.668
H 3.067 -2.310 -0.901
H 4.026 -3.335 0.182
H 5.604 -1.162 1.720
H 4.725 -2.507 2.434
H 4.390 -0.861 2.961

=====

5.
Density functional theory data (ωB97M-V/def2-TZVPD) for a cluster of 8 separate species, C32H48O24 in total in a non-equilibrium geometry.

Computed properties:
Strongest force on any atom ... 0.0457 hartree/bohr
E ... -83103.537 eV
SMILES ... C[C@H]1COC(=O)O1.C[C@H]1COC(=O)O1.C[C@H]1COC(=O)O1.C[C@H]1COC(=O)O1.C[C@H]1COC(=O)O1.C[C@H]1COC(=O)O1.C[C@H]1COC(=O)O1.C[C@H]1COC(=O)O1
Energy above the lowest of the compared OMol25 structures with the same formula, charge and spin ... 172.6 kJ/mol
LUMO ... -0.014 hartree
E_HOMO ... -10.485 eV
Gap between HOMO and LUMO ... 10.095 eV

Cartesian coordinates (Å):
C 4.966 18.981 6.053
C 5.681 17.724 5.581
C 5.558 17.472 4.069
O 6.864 17.618 3.552
C 7.718 17.995 4.525
O 8.860 18.250 4.333
O 7.094 18.060 5.710
H 5.411 19.887 5.662
H 4.931 18.946 7.143
H 3.925 18.986 5.706
H 5.440 16.867 6.207
H 4.842 18.179 3.643
H 5.134 16.498 3.850
C 3.659 13.783 -1.590
C 2.951 14.697 -0.619
C 3.253 14.371 0.851
O 3.731 15.651 1.382
C 3.805 16.577 0.415
O 4.130 17.710 0.515
O 3.442 16.023 -0.767
H 4.679 13.566 -1.271
H 3.662 14.207 -2.595
H 3.120 12.839 -1.700
H 1.868 14.691 -0.764
H 4.015 13.603 0.948
H 2.389 14.291 1.505
C 2.557 9.847 -3.165
C 1.588 8.803 -2.637
C 0.064 9.143 -2.831
O -0.325 8.302 -3.887
C 0.664 7.441 -4.199
O 0.688 6.697 -5.110
O 1.686 7.571 -3.309
H 3.520 9.326 -3.174
H 2.591 10.734 -2.540
H 2.421 10.115 -4.216
H 1.757 8.804 -1.557
H -0.005 10.205 -3.066
H -0.451 8.969 -1.887
C 4.619 11.643 3.775
C 5.186 10.750 2.700
C 4.146 10.232 1.702
O 4.614 10.615 0.421
C 5.786 11.301 0.553
O 6.441 11.644 -0.381
O 6.027 11.543 1.853
H 4.124 12.531 3.379
H 5.464 12.029 4.352
H 3.909 11.230 4.492
H 5.755 9.968 3.206
H 3.211 10.793 1.852
H 3.782 9.209 1.791
C 0.388 16.565 1.491
C -0.746 17.362 0.905
C -1.844 17.728 1.904
O -2.109 19.106 1.650
C -1.084 19.628 0.963
O -0.903 20.777 0.731
O -0.243 18.655 0.533
H 0.111 15.505 1.479
H 0.640 16.847 2.511
H 1.276 16.624 0.865
H -1.238 16.866 0.066
H -1.620 17.462 2.945
H -2.809 17.216 1.820
C 7.598 13.747 -3.229
C 8.314 14.074 -4.520
C 9.848 14.014 -4.477
O 10.196 12.892 -5.292
C 9.092 12.471 -5.969
O 9.113 11.632 -6.801
O 7.989 13.063 -5.482
H 6.525 13.579 -3.290
H 7.885 14.513 -2.503
H 7.947 12.815 -2.767
H 8.046 15.108 -4.754
H 10.254 13.863 -3.478
H 10.275 14.903 -4.942
C 4.287 22.140 -0.500
C 3.408 21.827 0.671
C 2.925 20.376 0.866
O 3.316 20.084 2.216
C 4.062 21.089 2.730
O 4.581 21.101 3.803
O 4.134 22.124 1.876
H 4.728 23.133 -0.401
H 3.821 22.172 -1.489
H 5.077 21.392 -0.609
H 2.520 22.463 0.709
H 3.371 19.729 0.120
H 1.841 20.379 0.784
C 2.420 16.300 7.965
C 1.773 15.047 7.410
C 0.624 15.410 6.429
O 1.215 15.286 5.140
C 2.401 14.681 5.224
O 3.123 14.412 4.322
O 2.738 14.460 6.509
H 3.313 16.006 8.525
H 1.759 16.902 8.585
H 2.862 16.926 7.185
H 1.517 14.310 8.163
H 0.264 16.425 6.576
H -0.219 14.728 6.549

=====

energy above the lowest of the compared OMol25 structures with the same formula, charge and spin of number 3 (C32H47N11O12P)?
185.7 kJ/mol